1.
{
  "formula": "C28H33FN8O4SSr",
  "method": "wB97M-V/def2-TZVPD",
  "lumo_ev": -0.108,
  "gap_ev": 8.486,
  "e_tot_ev": -64070.2093,
  "e_above_lowest_kcal_mol": 42.0,
  "species": ["Sr", "S", "F", "O", "O", "O", "O", "N", "N", "N", "N", "N", "N", "N", "N", "C", "C", "C", "C", "C", "C", "C", "C", "C", "C", "C", "C", "C", "C", "C", "C", "C", "C", "C", "C", "C", "C", "C", "C", "C", "C", "C", "C", "H", "H", "H", "H", "H", "H", "H", "H", "H", "H", "H", "H", "H", "H", "H", "H", "H", "H", "H", "H", "H", "H", "H", "H", "H", "H", "H", "H", "H", "H", "H", "H", "H"],
  "positions_angstrom": [[0.83, -0.67, 1.20], [-0.69, 4.32, -4.60], [2.44, 0.71, 0.41], [-1.82, 5.15, -4.95], [-4.18, 2.76, -2.34], [0.51, 4.95, -4.10], [-4.90, 1.35, -0.87], [2.35, -2.29, -0.50], [-4.04, 2.07, -1.34], [-1.71, 2.88, -0.99], [-1.19, 1.70, 0.81], [1.74, -2.67, 2.20], [1.86, 0.42, 3.34], [-0.71, -0.05, -2.43], [-1.58, -1.74, 1.27], [1.49, -4.18, -2.33], [-2.57, -2.00, 0.43], [-1.55, 3.83, -2.10], [1.59, -4.51, -0.98], [-3.69, -2.73, 0.81], [2.90, -0.94, 4.99], [-1.64, -2.19, 2.53], [2.04, -3.53, -0.11], [1.90, 1.12, 5.63], [-0.26, 3.32, -6.01], [1.56, 1.29, 4.30], [0.63, 3.12, -0.16], [-2.47, 1.43, 0.48], [-3.76, -3.20, 2.11], [2.60, -0.02, 5.98], [2.23, -1.98, -1.79], [-0.29, -0.22, -1.36], [-1.21, 3.11, -3.39], [0.16, 4.22, -7.16], [2.51, -0.71, 3.67], [0.74, -2.94, 3.25], [-2.72, -2.93, 2.98], [2.87, -1.75, 2.61], [-2.81, 2.12, -0.64], [-0.45, -1.91, 3.43], [2.17, -3.80, 1.38], [1.81, -2.90, -2.74], [-0.74, 2.57, -0.10], [1.01, 4.83, -6.88], [1.13, -4.91, -3.04], [3.21, -4.07, 1.63], [3.45, -1.84, 5.23], [-0.76, -1.95, 4.47], [0.25, -3.88, 3.00], [1.33, -5.49, -0.62], [-1.14, 2.72, -6.24], [-2.46, 4.41, -2.20], [-2.06, 2.56, -3.79], [1.56, -4.67, 1.64], [-0.13, -0.87, 3.29], [1.23, -3.07, 4.22], [-2.45, -1.60, -0.57], [2.45, -0.95, -2.04], [-3.09, 0.75, 1.04], [-0.38, 2.41, -3.25], [-4.49, -2.91, 0.10], [0.44, 3.61, -8.02], [1.03, 2.18, 3.97], [1.35, 2.38, 0.24], [0.71, 4.05, 0.41], [2.90, -0.21, 7.00], [1.63, 1.87, 6.36], [-2.75, -3.28, 4.01], [1.71, -2.60, -3.77], [0.93, 3.32, -1.19], [-4.62, -3.77, 2.44], [3.66, -2.37, 3.03], [3.26, -1.24, 1.71], [-0.74, 4.49, -1.82], [-0.66, 4.87, -7.45], [0.54, 2.66, -5.68]],
  "mulliken_charge": [1.12, 1.34, -0.90, -0.70, -0.67, -0.70, -0.68, -0.16, 1.12, 0.45, -0.34, 0.65, 0.05, -0.70, 0.86, -0.38, -0.59, -1.82, -0.94, -0.98, -0.78, 0.09, 1.49, -0.78, -0.48, -0.31, -1.15, -0.60, -0.39, -0.55, -0.40, -0.05, -0.19, -1.26, 1.01, -0.89, -0.93, -1.18, 0.02, -0.49, -2.03, -0.54, 0.65, 0.34, 0.40, 0.47, 0.43, 0.58, 0.68, 0.40, 0.41, 0.32, 0.46, 0.31, 0.15, 0.37, 0.46, 0.50, 0.65, 0.27, 0.47, 0.38, 0.44, 0.09, 0.32, 0.45, 0.42, 0.48, 0.41, 0.30, 0.40, 0.53, 0.42, 0.69, 0.34, 0.39]
}

---

2.
{
  "formula": "C19H18Cl2N7OPdS3",
  "method": "wB97M-V/def2-TZVPD",
  "lumo_ev": -2.634,
  "gap_ev": 7.360,
  "e_tot_ev": -93501.4890,
  "total_charge": 1,
  "e_above_lowest_kcal_mol": 8.3,
  "species": ["Pd", "Cl", "Cl", "S", "S", "S", "O", "N", "N", "N", "N", "N", "N", "N", "C", "C", "C", "C", "C", "C", "C", "C", "C", "C", "C", "C", "C", "C", "C", "C", "C", "C", "C", "H", "H", "H", "H", "H", "H", "H", "H", "H", "H", "H", "H", "H", "H", "H", "H", "H", "H"],
  "positions_angstrom": [[0.30, 0.20, -1.38], [-5.01, -4.08, -2.10], [0.34, -4.66, -1.79], [4.84, -0.20, -1.33], [0.75, 4.77, -1.10], [-0.57, -0.79, 0.98], [0.34, -1.65, -1.98], [-1.74, -0.08, -2.01], [2.32, 0.20, -1.25], [2.92, -2.08, -1.17], [0.18, -1.10, 3.50], [0.74, 0.90, 2.55], [-1.39, 3.22, -0.57], [0.66, 2.22, -1.10], [4.27, 1.43, -1.35], [-2.76, 0.74, -2.17], [0.74, 0.74, 4.97], [-3.43, -3.37, -2.04], [-1.04, -3.61, -1.90], [-2.33, -4.17, -1.95], [-4.36, -1.04, -2.21], [-0.85, -2.25, -1.95], [-3.29, -1.96, -2.09], [-0.10, 3.28, -0.94], [-1.99, -1.43, -2.02], [1.39, 1.40, 3.76], [0.77, -0.76, 4.79], [2.00, 2.57, -1.25], [2.93, 1.45, -1.30], [3.21, -0.78, -1.26], [-4.09, 0.30, -2.27], [2.23, 3.90, -1.31], [0.15, -0.30, 2.43], [3.17, 4.41, -1.44], [-0.26, -2.00, 3.36], [1.26, 1.03, 5.88], [-2.44, -5.24, -1.91], [-0.30, 1.08, 5.05], [0.72, 1.47, 1.72], [3.64, -2.75, -1.36], [1.95, -2.34, -1.36], [-5.37, -1.41, -2.27], [-2.54, 1.79, -2.26], [2.46, 1.17, 3.74], [1.28, 2.48, 3.79], [-4.88, 1.02, -2.40], [4.96, 2.26, -1.38], [-1.78, 2.34, -0.29], [1.80, -1.13, 4.84], [0.20, -1.26, 5.57], [-1.96, 4.05, -0.49]],
  "nbo_charge": [0.96, 0.03, 0.02, 0.44, 0.45, -0.39, -0.73, -0.45, -0.52, -0.78, -0.58, -0.59, -0.79, -0.55, -0.41, 0.07, -0.42, -0.04, -0.11, -0.20, -0.09, 0.37, -0.10, 0.26, 0.11, -0.22, -0.22, 0.20, 0.07, 0.29, -0.27, -0.45, 0.34, 0.26, 0.43, 0.24, 0.25, 0.22, 0.41, 0.41, 0.46, 0.24, 0.21, 0.20, 0.22, 0.24, 0.26, 0.43, 0.20, 0.22, 0.42]
}

---

3.
{
  "formula": "C10H2OS",
  "method": "wB97M-V/def2-TZVPD",
  "lumo_ev": -1.013,
  "gap_ev": 7.434,
  "e_tot_ev": -23274.1829,
  "smiles": "C#CC#CC#CC#CC#COS",
  "species": ["S", "O", "C", "C", "C", "C", "C", "C", "C", "C", "C", "C", "H", "H"],
  "positions_angstrom": [[-3.22, 6.02, -0.62], [-2.59, 4.90, -1.78], [-1.32, 2.83, -1.12], [-0.20, 0.56, -0.60], [0.50, -0.50, -0.17], [1.13, -1.51, 0.06], [2.05, -3.66, 1.05], [-2.05, 3.74, -1.50], [3.03, -5.86, 1.96], [-0.66, 1.66, -0.82], [2.64, -4.80, 1.56], [1.60, -2.61, 0.61], [-4.65, 5.76, -0.89], [3.75, -6.54, 2.25]],
  "nbo_charge": [0.32, -0.62, -0.20, -0.06, 0.02, -0.03, 0.01, 0.41, -0.14, 0.04, -0.09, -0.02, 0.14, 0.23]
}